The molecule C3H10N2O in a non-equilibrium geometry. Source: OMol25; level of theory: ωB97M-V/def2-TZVPD.

Properties
SMILES string: C[C@H](N)[C@H](N)O
Gap between HOMO and LUMO, eV: 9.1954
Charge: 0
Energy above the lowest of the compared OMol25 structures with the same formula, charge and spin, kJ/mol: 322.2
Spin multiplicity: 1
DFT total energy, eV: -8298.1644

Atoms and positions in Å:
1 C 1.78214 0.01868 0.72158
2 C 0.75496 -0.17621 -0.36967
3 N 0.64272 0.94208 -1.20237
4 C -0.89037 -0.28523 0.43022
5 N -1.71183 -1.03314 -0.47803
6 O -1.17598 1.10027 0.61606
7 H 1.85120 -0.86281 1.35803
8 H 2.75965 0.21146 0.27874
9 H 1.51347 0.88067 1.33360
10 H 0.85448 -1.11355 -0.91576
11 H 0.10121 0.74242 -2.03696
12 H 0.11421 1.67017 -0.67456
13 H -0.51485 -0.86808 1.27550
14 H -2.69339 -0.96304 -0.23447
15 H -1.61337 -0.68974 -1.42643
16 H -1.77424 0.42604 1.32455